# 1
{"formula": "C27H27AsF3Ge2NO6PtS2", "method": "ωB97M-V/def2-TZVPD", "species": ["Pt", "F", "C", "F", "F", "C", "C", "C", "C", "N", "C", "S", "H", "H", "H", "O", "As", "O", "O", "C", "C", "C", "C", "C", "C", "S", "O", "O", "O", "H", "H", "H", "H", "H", "C", "Ge", "C", "C", "Ge", "C", "C", "C", "C", "C", "C", "C", "C", "C", "C", "C", "C", "H", "H", "H", "H", "H", "H", "H", "H", "H", "H", "H", "H", "H", "H", "H", "H", "H", "H", "H"], "xyz": [[-0.3820, 0.2032, 0.3484], [-2.8511, -4.5382, 1.5228], [-3.8470, -3.9332, 0.8550], [-4.6836, -3.4107, 1.7750], [-4.5384, -4.9161, 0.2226], [-3.3652, -2.9075, -0.1211], [-3.7815, -2.9657, -1.4395], [-3.3585, -2.0061, -2.3468], [-2.4946, -1.0230, -1.9024], [-2.0822, -0.9780, -0.6347], [-2.5073, -1.8676, 0.2808], [-1.9267, -1.5515, 1.8652], [-4.4346, -3.7656, -1.7593], [-3.6911, -2.0201, -3.3764], [-2.1278, -0.2375, -2.5500], [-0.5645, 3.9068, -1.7728], [-1.3845, 2.3984, -1.4368], [-2.7232, 2.3709, -2.3725], [-0.3955, 1.0328, -1.6718], [-1.8781, 2.3845, 0.4741], [-3.1956, 2.0341, 0.7600], [-3.6200, 1.9102, 2.0704], [-2.7524, 2.1765, 3.1248], [-1.4504, 2.5691, 2.8791], [-0.9983, 2.6451, 1.5627], [0.6527, 3.3231, 1.3531], [0.4549, 4.7238, 1.0324], [1.3493, 3.0685, 2.6203], [1.3120, 2.5931, 0.2573], [0.0137, 4.2069, -1.0457], [-3.8676, 1.8596, -0.0712], [-4.6361, 1.5953, 2.2755], [-3.0940, 2.0816, 4.1503], [-0.7666, 2.8032, 3.6846], [4.6167, 1.0746, 2.7815], [3.3813, 1.5423, 1.2858], [3.6946, 0.6280, -0.4361], [3.8613, 3.4104, 0.9555], [1.3154, -0.1840, 2.0381], [2.3017, -1.9149, 2.0604], [1.5332, -3.0534, 2.3177], [2.1236, -4.3087, 2.3748], [3.4890, -4.4528, 2.1651], [4.2623, -3.3314, 1.9003], [3.6709, -2.0751, 1.8478], [0.9744, 0.1535, 3.9682], [1.7225, 1.0426, 4.7402], [1.3882, 1.3000, 6.0624], [0.2945, 0.6689, 6.6430], [-0.4477, -0.2334, 5.8942], [-0.1116, -0.4852, 4.5688], [5.6257, 1.0497, 2.3538], [4.3914, 0.1212, 3.2571], [4.5594, 1.8761, 3.5198], [4.6263, 1.0287, -0.8440], [2.8591, 0.9036, -1.0827], [3.7489, -0.4565, -0.3556], [4.8867, 3.4470, 0.5803], [3.7889, 3.9797, 1.8831], [3.1880, 3.8539, 0.2242], [0.4610, -2.9644, 2.4610], [1.5116, -5.1802, 2.5771], [3.9460, -5.4336, 2.2045], [5.3275, -3.4336, 1.7314], [4.2905, -1.2141, 1.6393], [2.5504, 1.5751, 4.2937], [1.9756, 2.0053, 6.6388], [0.0209, 0.8847, 7.6688], [-1.3016, -0.7368, 6.3369], [-0.7121, -1.1835, 4.0044]], "atomic_forces_ev_per_a": [[0.0, -0.9, -0.1], [-0.1, 0.0, 0.0], [-0.1, 0.0, 0.0], [0.1, -0.1, 0.0], [0.0, 0.1, 0.2], [0.0, 0.0, -0.1], [0.1, 0.0, 0.0], [-0.1, 0.0, -0.1], [0.0, -0.1, 0.1], [0.1, -0.1, -0.3], [0.0, 0.1, -0.1], [0.2, 0.2, 0.1], [0.0, 0.0, 0.0], [0.0, 0.0, 0.1], [0.1, 0.0, 0.0], [0.2, 0.0, 0.3], [-0.5, 0.4, -0.6], [0.0, -0.1, 0.3], [0.1, 0.4, 0.9], [0.9, 0.3, 0.4], [0.0, 0.0, -0.1], [0.0, 0.0, 0.1], [-0.1, 0.0, 0.1], [-0.1, -0.1, -0.2], [-0.1, 0.1, -0.4], [0.4, 0.3, 0.6], [-0.1, -0.1, -0.1], [-0.3, 0.0, -0.4], [-0.6, -0.3, -0.2], [-0.1, -0.2, -0.1], [0.0, -0.1, 0.0], [0.0, 0.0, 0.0], [0.0, 0.0, -0.1], [0.0, -0.1, 0.0], [-0.2, -0.2, 0.1], [0.3, 0.5, -0.4], [-0.3, -0.1, 0.2], [0.0, 0.1, 0.2], [-0.3, -0.1, 0.3], [0.1, 0.2, -0.2], [0.0, 0.0, 0.0], [0.0, 0.0, 0.0], [0.0, 0.1, 0.0], [0.0, 0.0, 0.0], [-0.1, -0.1, 0.0], [0.0, 0.1, -0.1], [0.0, 0.0, 0.0], [0.0, 0.0, 0.0], [0.0, 0.0, -0.1], [0.0, 0.0, 0.0], [0.1, 0.0, 0.1], [-0.1, 0.0, 0.0], [0.1, 0.1, 0.1], [0.1, 0.0, -0.1], [0.0, 0.0, 0.0], [0.1, 0.0, 0.0], [0.0, 0.1, -0.1], [0.1, -0.1, 0.1], [0.1, 0.0, -0.1], [0.2, -0.1, 0.0], [0.0, 0.0, 0.0], [0.0, 0.0, 0.0], [0.0, 0.0, 0.0], [0.0, 0.0, 0.0], [0.0, -0.1, 0.0], [-0.1, 0.0, 0.1], [0.0, 0.0, 0.0], [0.0, 0.0, 0.0], [0.1, 0.0, 0.0], [0.0, 0.0, 0.0]], "homo_lumo_gap_ev": [7.106, 5.468], "spin_multiplicity": 4, "de_lowest_kj_mol": 208.71, "total_charge": -1, "e_lumo_ev": [2.5, -0.2]}



# 2
{"formula": "C27H27AsNO6S2SeV", "method": "ωB97M-V/def2-TZVPD", "species": ["V", "O", "As", "O", "O", "C", "C", "C", "C", "C", "C", "S", "O", "O", "O", "H", "H", "H", "H", "H", "C", "C", "C", "C", "C", "C", "Se", "C", "C", "C", "H", "H", "H", "H", "H", "H", "H", "H", "H", "H", "H", "N", "S", "C", "C", "C", "C", "C", "C", "C", "C", "C", "C", "C", "C", "H", "H", "H", "H", "H", "H", "H", "H", "H", "H", "H"], "xyz": [[-0.1389, 0.5763, -0.0372], [1.5007, 2.2015, -2.0645], [2.2728, 2.2229, -0.4616], [3.8582, 2.5028, -0.7078], [1.7755, 0.7157, 0.2130], [1.3584, 3.8065, 0.2278], [2.2106, 4.8966, 0.1622], [1.7258, 6.1936, 0.3321], [0.3856, 6.4130, 0.5476], [-0.4889, 5.3332, 0.6403], [-0.0157, 4.0434, 0.4859], [-1.1838, 2.7585, 0.8421], [-2.3477, 3.3443, 1.4032], [-0.4059, 1.7991, 1.6679], [-1.4405, 1.9701, -0.4531], [2.0887, 2.7380, -2.6156], [3.2602, 4.7184, -0.0380], [2.4124, 7.0291, 0.2855], [0.0077, 7.4200, 0.6624], [-1.5362, 5.4850, 0.8572], [-3.4845, 0.0542, 6.2824], [-2.8703, -0.2861, 4.9507], [-3.6323, -0.3166, 3.7944], [-3.0834, -0.6475, 2.5550], [-3.9695, -0.6385, 1.3388], [-1.7285, -0.9642, 2.4909], [-0.9422, -1.4421, 0.8060], [-0.9317, -0.9365, 3.6412], [0.5375, -1.2575, 3.5992], [-1.5181, -0.5942, 4.8519], [-4.5297, 0.3413, 6.1714], [-2.9553, 0.8797, 6.7615], [-3.4415, -0.7978, 6.9637], [-4.6870, -0.0683, 3.8471], [-4.9691, -0.2973, 1.6050], [-4.0501, -1.6321, 0.8931], [-3.5731, 0.0209, 0.5643], [1.0876, -0.5114, 3.0204], [0.7221, -2.2215, 3.1222], [0.9485, -1.2819, 4.6083], [-0.8987, -0.5650, 5.7426], [0.1161, -0.3756, -1.8374], [1.5404, -1.0388, -2.1997], [1.4686, -2.7413, -1.7002], [2.3523, -3.1262, -0.7062], [2.2653, -4.4146, -0.1875], [1.2948, -5.2815, -0.6589], [0.4047, -4.8769, -1.6529], [0.4877, -3.6020, -2.1784], [1.5008, -1.2275, -3.9731], [0.7312, -0.3333, -4.7010], [0.7362, -0.4190, -6.0890], [1.5134, -1.3713, -6.7274], [2.2979, -2.2459, -5.9834], [2.3009, -2.1756, -4.6008], [-0.6438, -0.9080, -2.2550], [3.0837, -2.4229, -0.3282], [2.9486, -4.7292, 0.5894], [1.2190, -6.2791, -0.2470], [-0.3562, -5.5574, -2.0104], [-0.2001, -3.2820, -2.9520], [0.1447, 0.4139, -4.1838], [0.1348, 0.2691, -6.6680], [1.5133, -1.4351, -7.8074], [2.9112, -2.9848, -6.4814], [2.9048, -2.8605, -4.0198]], "atomic_forces_ev_per_a": [[0.4, -1.2, -0.2], [0.1, -0.1, 0.0], [0.5, -0.5, 0.0], [-0.3, 0.0, 0.4], [0.0, 1.4, -0.5], [-0.4, 0.1, 0.0], [-0.1, 0.1, 0.1], [0.2, 0.0, 0.0], [-0.2, 0.0, 0.0], [0.1, 0.0, 0.0], [0.4, 0.1, 0.0], [0.2, -0.5, -0.2], [-0.2, 0.1, 0.0], [-0.5, 0.3, -0.3], [0.3, 0.9, 0.7], [-0.1, -0.1, -0.1], [0.0, 0.0, 0.0], [0.0, 0.0, 0.0], [0.0, 0.0, 0.0], [0.0, 0.0, 0.0], [0.0, 0.0, 0.0], [0.0, 0.0, 0.0], [0.0, 0.0, -0.1], [-0.2, 0.0, 0.1], [0.0, 0.0, 0.0], [0.1, 0.0, 0.1], [-0.4, -0.6, 0.2], [0.1, 0.0, 0.1], [0.0, 0.1, 0.0], [0.0, 0.0, 0.0], [0.0, 0.0, 0.0], [0.0, 0.0, 0.0], [0.0, 0.0, 0.0], [0.0, 0.0, 0.0], [0.0, 0.0, 0.0], [0.0, 0.0, 0.0], [0.0, 0.0, 0.0], [0.0, 0.0, 0.0], [0.0, 0.0, 0.0], [0.0, 0.0, 0.0], [0.0, 0.0, 0.0], [0.2, -0.2, -0.2], [-0.5, 0.2, 0.0], [0.1, -0.1, 0.1], [0.0, -0.1, 0.1], [0.0, 0.1, 0.0], [-0.1, 0.0, 0.0], [0.0, 0.0, 0.1], [0.0, 0.0, 0.0], [0.1, 0.1, -0.1], [0.0, -0.1, -0.1], [0.0, 0.0, 0.1], [0.0, -0.1, 0.0], [0.0, 0.0, 0.0], [-0.1, 0.0, 0.0], [0.0, 0.0, 0.1], [0.0, 0.0, 0.0], [0.0, 0.0, 0.0], [0.0, 0.0, 0.0], [0.0, 0.0, 0.0], [0.0, 0.0, 0.0], [0.0, 0.0, 0.0], [0.0, 0.0, 0.0], [0.0, 0.0, 0.0], [0.0, 0.0, 0.0], [0.0, 0.0, 0.0]], "homo_lumo_gap_ev": [8.064, 8.111], "spin_multiplicity": 3, "de_lowest_kj_mol": 25.57, "total_charge": 0, "e_lumo_ev": [0.1, 0.2]}